# 1
{
  "formula": "C21H45BrFN8O6",
  "method": "ωB97M-V/def2-TZVPD",
  "lumo_energy_ev": -3.8,
  "charge": 1,
  "homo_lumo_gap_ha": 0.255,
  "elements": ["F", "N", "C", "C", "N", "Br", "C", "H", "H", "H", "C", "O", "N", "C", "C", "H", "H", "H", "H", "H", "H", "H", "C", "O", "N", "C", "C", "H", "H", "H", "H", "H", "H", "H", "C", "O", "N", "C", "C", "H", "H", "H", "H", "H", "H", "H", "C", "O", "N", "C", "C", "H", "H", "H", "H", "H", "H", "H", "C", "O", "N", "C", "C", "H", "H", "H", "H", "H", "H", "H", "C", "O", "N", "C", "C", "H", "H", "H", "H", "H", "H", "H"],
  "coordinates": [[-3.38, -2.30, -2.61], [-2.66, -3.36, -2.94], [-2.51, -3.82, -4.19], [-1.74, -4.88, -4.09], [-1.45, -5.03, -2.76], [-0.43, -6.36, -2.02], [-2.02, -4.09, -2.06], [-2.95, -3.39, -5.06], [-1.38, -5.51, -4.86], [-1.99, -3.95, -0.99], [-0.05, -1.05, -2.21], [0.70, -1.52, -1.37], [0.05, 0.18, -2.72], [-0.88, 0.69, -3.71], [1.13, 1.04, -2.25], [-0.90, -1.62, -2.62], [-0.34, 0.96, -4.62], [-1.39, 1.57, -3.33], [-1.62, -0.07, -3.95], [2.09, 0.58, -2.46], [1.05, 1.19, -1.17], [1.08, 2.01, -2.75], [-2.91, -4.86, 1.56], [-2.29, -4.17, 0.74], [-2.39, -5.86, 2.25], [-3.17, -6.62, 3.21], [-0.99, -6.21, 2.04], [-3.97, -4.68, 1.78], [-2.71, -6.54, 4.20], [-3.20, -7.67, 2.92], [-4.18, -6.23, 3.26], [-0.35, -5.37, 2.27], [-0.84, -6.49, 0.99], [-0.73, -7.05, 2.68], [4.56, -6.52, -0.98], [3.81, -7.48, -1.01], [4.20, -5.28, -1.35], [5.10, -4.14, -1.30], [2.84, -5.10, -1.80], [5.61, -6.59, -0.64], [4.71, -3.37, -0.64], [5.23, -3.72, -2.30], [6.08, -4.46, -0.93], [2.15, -5.39, -1.01], [2.66, -5.74, -2.67], [2.66, -4.06, -2.07], [1.11, 5.25, -0.33], [2.00, 4.92, -1.09], [-0.19, 5.29, -0.66], [-1.22, 5.68, 0.29], [-0.55, 4.93, -2.02], [1.30, 5.54, 0.71], [-1.94, 4.86, 0.41], [-1.76, 6.56, -0.08], [-0.79, 5.92, 1.25], [-0.23, 3.91, -2.23], [-0.06, 5.59, -2.73], [-1.63, 5.00, -2.15], [-0.62, 8.48, 2.67], [-1.38, 7.52, 2.67], [-0.95, 9.71, 2.28], [0.00, 10.81, 2.29], [-2.31, 9.96, 1.83], [0.43, 8.39, 2.99], [-0.35, 11.61, 2.95], [0.12, 11.21, 1.29], [0.96, 10.46, 2.65], [-3.02, 9.72, 2.62], [-2.54, 9.33, 0.97], [-2.42, 11.00, 1.55], [0.68, -1.64, 4.08], [0.46, -2.83, 3.98], [1.10, -0.86, 3.08], [1.34, 0.56, 3.27], [1.32, -1.44, 1.76], [0.55, -1.10, 5.03], [0.70, 1.14, 2.61], [2.38, 0.79, 3.04], [1.13, 0.84, 4.30], [0.39, -1.89, 1.39], [2.07, -2.23, 1.82], [1.65, -0.67, 1.07]]
}


# 2
{
  "formula": "C21H45BrN2O5PS",
  "method": "ωB97M-V/def2-TZVPD",
  "lumo_energy_ev": [-3.4, -3.4],
  "multiplicity": 3,
  "charge": 1,
  "homo_lumo_gap_ha": [0.231, 0.276],
  "elements": ["C", "C", "Br", "C", "S", "P", "O", "O", "O", "H", "H", "H", "H", "H", "H", "H", "H", "H", "C", "C", "C", "C", "C", "C", "N", "O", "C", "C", "C", "H", "H", "H", "H", "H", "H", "H", "H", "H", "H", "H", "H", "H", "H", "H", "H", "H", "H", "C", "C", "C", "C", "C", "C", "N", "O", "C", "C", "C", "H", "H", "H", "H", "H", "H", "H", "H", "H", "H", "H", "H", "H", "H", "H", "H", "H", "H"],
  "coordinates": [[3.08, 1.19, -0.21], [3.52, -0.13, -0.83], [2.18, -0.83, -2.04], [3.82, -1.18, 0.26], [5.47, -1.92, -0.02], [5.51, -3.46, 1.51], [4.41, -4.32, 1.16], [5.47, -2.58, 2.81], [6.97, -3.99, 1.29], [3.09, 1.97, -0.97], [3.77, 1.48, 0.59], [2.07, 1.14, 0.20], [4.40, 0.03, -1.46], [3.81, -0.74, 1.26], [3.15, -2.04, 0.24], [6.26, -0.99, 0.56], [5.82, -2.94, 3.64], [7.65, -3.87, 1.98], [-3.77, -1.37, -2.17], [-2.40, -0.70, -2.31], [-2.47, 0.81, -2.07], [-3.13, 1.59, -3.20], [-2.47, 1.27, -4.54], [-2.40, -0.23, -4.85], [-1.78, -0.91, -3.66], [-0.51, -0.80, -3.63], [-3.79, -0.80, -5.18], [-1.51, -0.48, -6.07], [-1.46, -1.33, -1.28], [-3.83, -2.27, -2.79], [-3.92, -1.67, -1.13], [-4.59, -0.72, -2.44], [-1.44, 1.16, -1.92], [-3.00, 0.96, -1.12], [-4.20, 1.39, -3.23], [-3.03, 2.66, -3.00], [-2.98, 1.77, -5.36], [-1.44, 1.65, -4.52], [-3.75, -1.88, -5.28], [-4.11, -0.38, -6.14], [-4.55, -0.54, -4.45], [-0.53, -0.03, -5.94], [-1.99, -0.04, -6.94], [-1.38, -1.55, -6.24], [-1.32, -2.39, -1.48], [-1.93, -1.22, -0.29], [-0.49, -0.85, -1.26], [-0.69, -0.92, 3.92], [0.50, 0.02, 3.64], [0.67, 1.05, 4.77], [-0.39, 2.14, 4.78], [-0.48, 2.83, 3.42], [-0.73, 1.84, 2.27], [0.33, 0.77, 2.35], [1.43, 1.08, 1.78], [-2.14, 1.25, 2.33], [-0.59, 2.53, 0.92], [1.75, -0.84, 3.52], [-1.13, -1.28, 2.99], [-0.33, -1.78, 4.48], [-1.47, -0.45, 4.51], [1.66, 1.50, 4.68], [0.66, 0.50, 5.72], [-1.36, 1.74, 5.08], [-0.12, 2.89, 5.53], [-1.29, 3.57, 3.41], [0.45, 3.36, 3.22], [-2.26, 0.46, 1.59], [-2.85, 2.05, 2.10], [-2.41, 0.85, 3.30], [0.36, 3.06, 0.82], [-1.40, 3.26, 0.80], [-0.67, 1.80, 0.12], [1.67, -1.52, 2.67], [1.86, -1.43, 4.43], [2.65, -0.23, 3.39]]
}


# 3
{
  "formula": "C21H45GeN6O4PdS5",
  "method": "ωB97M-V/def2-TZVPD",
  "lumo_energy_ev": 1.7,
  "de_lowest_kj_mol": 0.00,
  "charge": -1,
  "homo_lumo_gap_ha": 0.190,
  "elements": ["Pd", "S", "S", "S", "S", "C", "C", "S", "O", "O", "C", "C", "N", "C", "N", "C", "C", "N", "O", "O", "C", "H", "H", "H", "H", "H", "H", "H", "H", "H", "H", "H", "H", "H", "C", "C", "C", "C", "Ge", "C", "C", "C", "C", "H", "H", "H", "H", "H", "H", "H", "H", "H", "H", "H", "H", "H", "H", "H", "H", "H", "H", "H", "C", "N", "C", "C", "N", "N", "C", "C", "H", "H", "H", "H", "H", "H", "H", "H", "H", "H", "H", "H", "H"],
  "coordinates": [[1.37, -1.15, -0.59], [3.93, -1.30, -0.50], [4.65, -0.76, 1.38], [3.62, 0.89, 1.94], [1.78, 0.17, 2.72], [-2.62, 6.48, 2.51], [-1.56, 5.44, 2.14], [-0.08, 6.36, 1.67], [-0.35, 7.19, 0.54], [0.48, 7.01, 2.86], [1.03, 5.04, 1.18], [0.55, 4.43, -0.07], [1.23, 3.16, -0.33], [0.67, 1.94, -0.11], [1.39, 0.97, -0.67], [2.44, 1.57, -1.29], [2.34, 2.94, -1.14], [3.29, 3.94, -1.49], [3.10, 5.09, -1.03], [4.14, 3.58, -2.30], [-0.56, 1.80, 0.69], [-3.50, 5.97, 2.78], [-2.92, 7.00, 1.60], [-2.29, 7.18, 3.29], [-1.88, 4.82, 1.38], [-1.19, 4.87, 3.00], [1.08, 4.35, 2.07], [1.96, 5.57, 1.08], [0.70, 5.06, -0.89], [-0.53, 4.16, -0.06], [3.21, 1.06, -1.87], [-0.38, 2.11, 1.72], [-0.94, 0.76, 0.66], [-1.39, 2.37, 0.24], [-3.64, -4.41, -0.52], [-3.32, -3.95, 0.93], [-2.13, -2.98, 1.00], [-2.39, -1.65, 0.25], [-1.03, -1.21, -1.09], [-1.64, 0.25, -2.36], [-3.12, 0.37, -2.59], [-3.91, 1.37, -1.67], [-3.47, 2.81, -1.80], [-4.35, -5.28, -0.44], [-2.73, -4.75, -1.05], [-4.17, -3.73, -1.20], [-3.05, -4.82, 1.56], [-4.13, -3.51, 1.40], [-1.28, -3.53, 0.56], [-1.91, -2.85, 2.03], [-2.44, -0.80, 1.01], [-3.32, -1.66, -0.25], [-1.47, -2.39, -2.21], [-1.21, -0.13, -3.23], [-1.03, 1.17, -2.11], [-3.57, -0.69, -2.48], [-3.30, 0.72, -3.65], [-3.94, 1.06, -0.66], [-4.93, 1.28, -1.96], [-2.48, 3.02, -1.45], [-4.15, 3.52, -1.30], [-3.44, 3.14, -2.88], [3.78, -4.04, 1.81], [2.43, -3.86, 1.27], [1.47, -3.23, 2.15], [2.28, -3.91, -0.08], [1.31, -3.17, -0.67], [3.01, -4.78, -0.87], [3.55, -6.06, -0.45], [3.16, -4.50, -2.31], [4.01, -3.25, 2.52], [4.45, -3.89, 0.98], [3.92, -4.93, 2.34], [1.45, -3.74, 3.09], [0.49, -3.27, 1.76], [1.66, -2.15, 2.24], [1.15, -3.53, -1.62], [3.26, -6.30, 0.55], [4.62, -5.93, -0.50], [3.23, -6.81, -1.14], [2.93, -3.43, -2.44], [2.40, -4.99, -2.91], [4.23, -4.66, -2.66]]
}